{
  "formula": "C31H24N8O2SV",
  "method": "ωB97M-V with the def2-TZVPD basis set",
  "max_force_ev_per_a": 0.474,
  "s_squared": 2.02,
  "total_charge": 1,
  "de_lowest_ev": 0.286,
  "lumo_ev": [-3.3, -3.3],
  "spin_multiplicity": 3,
  "homo_lumo_gap_ev": [6.76, 6.87],
  "symbols": ["V", "O", "C", "C", "C", "C", "C", "C", "C", "N", "N", "C", "O", "C", "C", "C", "C", "C", "C", "H", "H", "H", "H", "H", "H", "H", "H", "H", "H", "N", "C", "N", "C", "N", "N", "C", "C", "C", "C", "C", "C", "N", "C", "C", "C", "C", "C", "C", "H", "H", "H", "H", "H", "H", "H", "H", "H", "H", "H", "S", "C", "C", "N", "C", "H", "H", "H"],
  "xyz": [[0.687412, -0.392676, -1.030020], [1.688377, -0.959516, 0.433841], [1.976798, -0.553647, 1.652541], [2.764633, -1.355637, 2.487791], [3.034782, -0.962560, 3.784277], [2.531056, 0.235960, 4.289683], [1.772186, 1.041442, 3.467387], [1.485439, 0.671648, 2.147558], [0.710337, 1.569377, 1.322435], [0.357859, 1.333660, 0.111192], [-0.368238, 2.339708, -0.507554], [-0.721657, 1.952720, -1.694595], [-0.396882, 0.785912, -2.180561], [-1.515662, 2.861254, -2.551214], [-1.937167, 4.100773, -2.073829], [-2.672329, 4.942541, -2.890289], [-2.989930, 4.556156, -4.186702], [-2.572568, 3.322658, -4.664580], [-1.838275, 2.475600, -3.848864], [3.148027, -2.287048, 2.090253], [3.650314, -1.594168, 4.413085], [2.747084, 0.537832, 5.304850], [1.385938, 1.984219, 3.837214], [0.407011, 2.522761, 1.749566], [-1.681845, 4.390153, -1.064171], [-3.000182, 5.903530, -2.516855], [-3.564085, 5.217046, -4.822596], [-2.821919, 3.019682, -5.672982], [-1.516211, 1.506933, -4.207214], [-0.221222, -2.795670, 4.134287], [0.054324, -3.249747, 2.899229], [-0.379912, -2.743420, 1.796123], [-1.189850, -1.624948, 1.870614], [-1.619437, -1.022493, 0.813434], [-1.032493, -1.394693, -0.365778], [-1.582237, -2.203364, -1.174042], [-0.868039, -2.475094, -2.428623], [-1.410250, -3.272221, -3.419424], [-0.669274, -3.500530, -4.570514], [0.582356, -2.922010, -4.694194], [1.047772, -2.120301, -3.665048], [0.344498, -1.900968, -2.556534], [-1.573335, -1.085886, 3.177955], [-2.388503, 0.039578, 3.323470], [-2.667659, 0.533836, 4.578638], [-2.129855, -0.083762, 5.710502], [-1.318041, -1.190511, 5.587459], [-1.042513, -1.687730, 4.315540], [0.185280, -3.252350, 4.933949], [0.691253, -4.127067, 2.857087], [-2.517777, -2.706259, -0.947572], [-2.392413, -3.704397, -3.288335], [-1.067603, -4.121623, -5.361320], [1.192561, -3.077778, -5.571694], [2.013502, -1.634612, -3.723030], [-2.785101, 0.508704, 2.433467], [-3.302066, 1.402205, 4.690463], [-2.350413, 0.308908, 6.693937], [-0.896579, -1.670910, 6.461789], [3.954217, 1.994327, -3.331225], [4.694468, 1.062270, -2.103638], [3.759890, 0.332109, -1.449695], [2.480256, 0.492917, -1.926448], [2.444832, 1.341637, -2.923625], [5.753883, 1.105489, -1.917239], [3.929735, -0.334660, -0.619118], [1.525457, 1.614736, -3.420478]],
  "atomic_forces_ev_per_a": [[0.2, 0.4, -0.3], [0.2, 0.1, -0.2], [-0.1, -0.1, 0.2], [0.0, 0.0, 0.0], [0.0, 0.0, 0.0], [0.0, 0.0, 0.0], [0.0, 0.0, 0.0], [0.0, -0.1, 0.0], [0.0, 0.0, 0.0], [0.0, -0.2, 0.0], [-0.1, 0.1, 0.0], [-0.1, 0.0, 0.0], [0.2, -0.2, 0.1], [0.0, 0.0, 0.0], [0.0, 0.0, 0.0], [0.0, 0.0, 0.0], [0.0, 0.0, 0.0], [0.0, 0.0, 0.0], [0.0, 0.0, 0.0], [0.0, 0.0, 0.0], [0.0, 0.0, 0.0], [0.0, 0.0, 0.0], [0.0, 0.0, 0.0], [0.0, 0.0, 0.0], [0.0, 0.0, 0.0], [0.0, 0.0, 0.0], [0.0, 0.0, 0.0], [0.0, 0.0, 0.0], [0.0, 0.0, 0.0], [0.0, 0.0, 0.0], [0.0, 0.0, 0.0], [0.0, 0.0, 0.0], [0.0, 0.0, 0.0], [0.0, 0.0, 0.0], [-0.1, -0.1, 0.1], [0.0, 0.0, 0.1], [-0.1, 0.0, -0.1], [0.1, 0.0, 0.0], [0.0, 0.0, 0.0], [0.0, 0.0, 0.0], [0.0, 0.0, 0.0], [-0.1, 0.1, 0.1], [0.0, 0.0, 0.1], [0.0, 0.0, 0.0], [0.0, 0.0, 0.0], [0.0, 0.0, 0.0], [0.0, 0.0, 0.0], [0.0, 0.0, 0.0], [0.0, 0.0, 0.0], [0.0, 0.0, 0.0], [0.0, 0.0, 0.0], [0.0, 0.0, 0.0], [0.0, 0.0, 0.0], [0.0, 0.0, 0.0], [0.0, 0.0, 0.0], [0.0, 0.0, 0.0], [0.0, 0.0, 0.0], [0.0, 0.0, 0.0], [0.0, 0.0, 0.0], [0.0, -0.1, 0.0], [0.0, 0.0, 0.0], [0.0, 0.0, 0.0], [-0.2, -0.1, 0.0], [0.0, 0.1, 0.1], [0.0, 0.0, 0.0], [0.0, 0.0, 0.0], [0.0, 0.0, 0.0]],
  "lowdin_charge": [0.9841, -0.1963, -0.3386, -0.0259, -0.0778, -0.0869, -0.0321, -0.1423, -0.0342, -0.0602, 0.1048, -0.4311, -0.1787, -0.1517, -0.0249, -0.0709, -0.0775, -0.0756, -0.0304, 0.1192, 0.1077, 0.1040, 0.1182, 0.1390, 0.1088, 0.1064, 0.1060, 0.1044, 0.1084, 0.1303, -0.1512, 0.1527, -0.2893, 0.1131, -0.0657, -0.0223, -0.2227, 0.0136, -0.0200, -0.0228, -0.0784, 0.0386, -0.0905, -0.0079, -0.0607, -0.0586, -0.0092, -0.1799, 0.1577, 0.1391, 0.1474, 0.1259, 0.1221, 0.1174, 0.1187, 0.1170, 0.1099, 0.1126, 0.1180, 1.0891, -0.3589, -0.2010, -0.0960, -0.4454, 0.0785, 0.1151, 0.0878]
}

=====

{
  "formula": "C31H25BiBrN4O3S2",
  "method": "ωB97M-V with the def2-TZVPD basis set",
  "max_force_ev_per_a": 0.151,
  "total_charge": 1,
  "de_lowest_ev": 0.000,
  "lumo_ev": -3.7,
  "homo_lumo_gap_ev": 7.08,
  "symbols": ["Bi", "C", "C", "C", "C", "C", "C", "C", "C", "C", "H", "H", "H", "H", "H", "H", "H", "H", "H", "H", "H", "H", "Br", "C", "C", "C", "C", "C", "C", "N", "N", "C", "C", "C", "C", "O", "C", "N", "C", "C", "C", "C", "H", "H", "H", "H", "H", "H", "H", "H", "H", "O", "S", "O", "N", "C", "S", "C", "C", "C", "C", "C", "C", "H", "H", "H", "H"],
  "xyz": [[-0.760580, 0.622557, 1.659058], [3.022263, -0.175906, 1.111680], [2.259403, 1.094493, 1.355797], [1.730617, 1.824908, 0.285577], [1.074299, 3.041792, 0.481528], [0.571510, 3.846856, -0.683582], [0.927082, 3.511939, 1.787682], [1.434842, 2.807797, 2.876355], [1.310768, 3.353877, 4.271182], [2.088484, 1.593723, 2.646187], [4.085520, 0.048313, 0.997917], [2.701091, -0.667217, 0.192175], [2.907454, -0.874352, 1.940342], [1.870062, 1.452853, -0.724457], [1.199179, 4.728749, -0.823039], [-0.447134, 4.197315, -0.520129], [0.598975, 3.270943, -1.608369], [0.415013, 4.453164, 1.954529], [2.203726, 3.926549, 4.528210], [1.213705, 2.555152, 5.005771], [0.454800, 4.020747, 4.362845], [2.492643, 1.036843, 3.484460], [5.957220, -0.422107, -1.657025], [4.766794, -1.880818, -1.824291], [4.597126, -2.748637, -0.755600], [3.683238, -3.783481, -0.859727], [2.959727, -3.949112, -2.034910], [3.195925, -3.128786, -3.127544], [4.084817, -2.070002, -3.015216], [2.033100, -5.042627, -2.191550], [1.048914, -5.148671, -1.451853], [0.763811, -4.135179, -0.466905], [0.843023, -4.432706, 0.864742], [0.577410, -3.464853, 1.850767], [0.188118, -2.196245, 1.499560], [-0.021913, -1.223208, 2.390759], [0.010231, -1.907921, 0.120638], [-0.440928, -0.661358, -0.207831], [-0.640237, -0.325378, -1.467719], [-0.409761, -1.231381, -2.508299], [0.044077, -2.489470, -2.214339], [0.288443, -2.863474, -0.875460], [5.169974, -2.613483, 0.151235], [3.539721, -4.467915, -0.035150], [2.684326, -3.314652, -4.063252], [4.257960, -1.408189, -3.852176], [1.151683, -5.426494, 1.163392], [0.688016, -3.707311, 2.898883], [-1.015132, 0.670017, -1.670451], [-0.608985, -0.923430, -3.524125], [0.203198, -3.210604, -3.004824], [-2.889027, 3.946323, -0.393920], [-3.162467, 2.654238, -0.939064], [-2.684440, 2.320285, -2.247245], [-2.589507, 1.482727, 0.125959], [-3.567212, 0.828667, 0.693930], [-3.204588, -0.345838, 1.883735], [-4.920288, 1.192277, 0.233373], [-6.141147, 0.664419, 0.615055], [-7.284949, 1.181735, 0.020524], [-7.204156, 2.198977, -0.925111], [-5.977072, 2.733889, -1.307768], [-4.854961, 2.204867, -0.710903], [-6.198126, -0.125201, 1.352667], [-8.253944, 0.789692, 0.296543], [-8.111348, 2.582996, -1.371136], [-5.910390, 3.526328, -2.040085]],
  "atomic_forces_ev_per_a": [[0.1, 0.0, 0.0], [0.0, 0.0, 0.0], [0.0, 0.0, 0.0], [0.0, 0.0, 0.0], [0.0, 0.0, 0.0], [0.0, 0.0, 0.0], [0.0, 0.0, 0.0], [0.0, 0.0, 0.0], [0.0, 0.0, 0.0], [0.0, 0.0, 0.0], [0.0, 0.0, 0.0], [0.0, 0.0, 0.0], [0.0, 0.0, 0.0], [0.0, 0.0, 0.0], [0.0, 0.0, 0.0], [0.0, 0.0, 0.0], [0.0, 0.0, 0.0], [0.0, 0.0, 0.0], [0.0, 0.0, 0.0], [0.0, 0.0, 0.0], [0.0, 0.0, 0.0], [0.0, 0.0, 0.0], [0.0, 0.0, 0.0], [0.0, 0.0, 0.0], [0.0, 0.0, 0.0], [0.0, 0.0, 0.0], [0.0, -0.1, 0.1], [0.0, 0.0, 0.0], [0.0, 0.0, 0.0], [0.0, 0.1, -0.1], [0.0, -0.1, 0.0], [0.0, 0.0, 0.0], [0.0, 0.0, 0.0], [0.0, 0.0, 0.0], [0.0, 0.0, 0.0], [0.0, 0.0, 0.0], [0.0, 0.0, 0.0], [0.0, 0.0, 0.1], [0.0, 0.0, 0.0], [0.0, 0.0, 0.0], [0.0, 0.0, 0.0], [0.0, 0.0, 0.0], [0.0, 0.0, 0.0], [0.0, 0.0, 0.0], [0.0, 0.0, 0.0], [0.0, 0.0, 0.0], [0.0, 0.0, 0.0], [0.0, 0.0, 0.0], [0.0, 0.0, 0.0], [0.0, 0.0, 0.0], [0.0, 0.0, 0.0], [0.0, 0.0, 0.0], [0.1, -0.1, 0.0], [0.0, 0.0, 0.0], [-0.1, 0.1, 0.1], [0.0, 0.0, 0.0], [0.0, 0.0, 0.0], [0.0, 0.0, 0.0], [0.0, 0.0, 0.0], [0.0, 0.0, 0.0], [0.0, 0.0, 0.0], [0.0, 0.0, 0.0], [0.0, 0.0, 0.0], [0.0, 0.0, 0.0], [0.0, 0.0, 0.0], [0.0, 0.0, 0.0], [0.0, 0.0, 0.0]],
  "lowdin_charge": [1.8199, -0.0355, -0.3279, -0.0762, -0.3015, -0.0251, -0.0436, -0.3099, -0.0345, -0.0641, 0.0810, 0.0712, 0.0891, 0.1260, 0.0981, 0.0617, 0.0834, 0.1336, 0.0958, 0.0838, 0.0834, 0.1334, 0.7656, -0.6960, -0.1230, -0.0177, -0.2701, -0.0284, -0.1112, 0.0979, 0.0946, -0.2276, -0.0047, 0.0303, -0.3640, -0.3374, -0.1609, -0.0444, -0.0871, 0.0011, 0.0391, -0.0828, 0.1096, 0.1199, 0.1206, 0.1068, 0.1285, 0.1296, 0.0930, 0.1233, 0.1241, -0.2624, 0.6614, -0.2739, -0.2505, -0.7944, 0.6746, -0.2205, -0.0013, -0.0351, -0.0324, -0.0087, -0.2133, 0.1170, 0.1179, 0.1192, 0.1315]
}

=====

Q: Which formula does entry 1 have?
A: C31H24N8O2SV

=====

Q: Which formula does entry 1 have?
A: C31H24N8O2SV